Entry 1:
14
Properties=species:S:1:pos:R:3 method="wB97M-V/def2-TZVPD" relative_energy_kcal_mol=19.7 homo_lumo_gap_ev=11.33 total_charge=0 e_lumo_ev=0.465 largest_force_ev_per_a=2.91
H 0.9742 -0.7528 0.5077
O 2.0585 -1.1774 -0.0756
O 0.1544 -0.2443 1.1642
H 1.5827 -1.0157 -0.9374
H 2.4464 -1.9981 0.2011
C -0.0716 0.9677 0.8133
H -0.4301 1.6804 1.5438
O 0.1625 1.3423 -0.3542
O -3.1560 0.5334 1.4564
H -2.3975 -0.0061 1.7034
H -2.9562 0.8361 0.5621
O 0.8187 -0.3706 -2.1822
H 0.3274 -0.0531 -2.9388
H 0.4867 0.2581 -1.4638

Entry 2:
14
Properties=species:S:1:pos:R:3 method="wB97M-V/def2-TZVPD" relative_energy_kcal_mol=90.9 homo_lumo_gap_ev=10.27 total_charge=0 e_lumo_ev=-0.066 largest_force_ev_per_a=7.40
O -0.6297 -1.6264 -1.0560
C -1.3916 -0.5303 -1.3632
O -1.0291 0.6157 -1.8896
H -2.4626 -1.0647 -2.0003
H 0.5085 -0.9647 -1.0145
H 0.7318 0.6305 -0.3924
H 1.9536 0.0666 -1.0865
O 1.2388 -0.1379 -0.5540
H 0.7622 0.8956 2.8154
H 1.7798 0.8894 1.8450
O 1.7813 0.7358 2.8987
H -0.9644 -0.1152 1.4714
H -0.9371 0.9200 0.5249
O -0.4890 0.6533 1.3529

Entry 3:
13
Properties=species:S:1:pos:R:3 method="wB97M-V/def2-TZVPD" relative_energy_kcal_mol=4.2 homo_lumo_gap_ev=10.16 total_charge=0 e_lumo_ev=0.936 largest_force_ev_per_a=1.03
N 2.1311 -0.0328 1.1017
C 0.8067 -0.3139 0.5511
N 0.8279 -0.8225 -0.8123
H 2.3667 0.9383 0.9179
H 2.8129 -0.6111 0.6173
H 0.2608 0.6315 0.5135
H 0.2592 -0.9791 1.2270
H 0.6430 -1.8192 -0.8543
H 0.1015 -0.3792 -1.3596
N -2.4317 0.6063 -0.6786
H -2.5134 1.5359 -1.1048
H -3.3735 0.5051 -0.2939
H -1.8912 0.7407 0.1750

Entry 4:
14
Properties=species:S:1:pos:R:3 method="wB97M-V/def2-TZVPD" relative_energy_kcal_mol=24.0 homo_lumo_gap_ev=10.08 total_charge=0 e_lumo_ev=0.998 largest_force_ev_per_a=0.68
N 0.1003 1.7497 1.0504
O 1.3436 1.0365 1.2405
N 1.1454 -0.2858 1.6184
H 0.1272 2.5427 1.6859
H 0.1238 2.1050 0.0974
H 0.5629 -0.7534 0.9146
H 0.6669 -0.3095 2.5183
C -0.2237 -0.8078 -1.7492
N -0.8553 -0.9886 -0.4518
H -0.9290 -0.7035 -2.5829
H 0.4206 -1.6642 -1.9455
H 0.3989 0.0845 -1.7113
H -1.4417 -1.8156 -0.4570
H -1.4399 -0.1901 -0.2278

Entry 5:
14
Properties=species:S:1:pos:R:3 method="wB97M-V/def2-TZVPD" relative_energy_kcal_mol=15.7 homo_lumo_gap_ev=9.39 total_charge=+1 e_lumo_ev=-3.353 largest_force_ev_per_a=4.77
C -1.7428 -0.3192 -0.0435
N -2.9909 -0.2843 0.3749
N -0.9500 0.6650 0.0375
N 1.9603 0.3581 -0.6918
P 3.4151 -0.0427 0.3735
H -3.4517 0.5870 0.4785
H -3.6336 -1.0004 0.1556
H 0.1069 0.3918 -0.2303
H -1.0426 1.5322 0.5490
H -1.3411 -1.4015 -0.4008
H 2.0644 1.2563 -1.0705
H 1.6801 -0.3542 -1.3385
H 3.3962 -1.4212 0.3850
H 2.5296 0.0330 1.4214

Entry 6:
15
Properties=species:S:1:pos:R:3 method="wB97M-V/def2-TZVPD" relative_energy_kcal_mol=63.4 homo_lumo_gap_ev=11.91 total_charge=+2 e_lumo_ev=-6.292 largest_force_ev_per_a=4.50
C -1.4700 0.1807 0.4393
N -1.4020 0.7669 -0.5361
N -3.9080 1.0400 -0.6905
N -3.9687 0.1252 0.1271
N 7.1206 -0.4427 -0.0359
N -5.0251 -0.4101 0.5600
H -1.5188 -0.6744 1.1484
H -2.9557 1.3088 -0.8541
H -4.5945 1.3697 -1.3122
H 7.0926 -1.1672 0.7177
H 6.2351 -0.0826 -0.2296
H 7.8495 0.3766 0.1863
H 7.4188 -0.9995 -0.9249
H -5.9887 -0.3145 0.0806
H -4.8851 -1.0767 1.3239

Entry 7:
13
Properties=species:S:1:pos:R:3 method="wB97M-V/def2-TZVPD" relative_energy_kcal_mol=17.8 homo_lumo_gap_ev=10.11 total_charge=0 e_lumo_ev=0.637 largest_force_ev_per_a=5.11
C -0.3068 1.5302 -0.4920
N 0.2878 0.2484 -0.0546
H 0.4051 2.3975 -0.3714
H -1.2998 1.8110 -0.0161
H -0.7176 1.3493 -1.5950
H 0.7916 0.5067 0.8074
H -0.4509 -0.4336 0.1727
O 2.2240 -1.6215 -1.9575
H 2.4401 -1.0533 -1.2513
H 1.2510 -1.8325 -1.7724
O -1.9724 -0.1322 2.2796
H -2.8908 -0.3288 2.2915
H -1.7146 0.6937 2.4920

Entry 8:
15
Properties=species:S:1:pos:R:3 method="wB97M-V/def2-TZVPD" relative_energy_kcal_mol=210.6 homo_lumo_gap_ev=4.06 total_charge=0 e_lumo_ev=-5.848 largest_force_ev_per_a=3.57
C 1.9770 -0.2069 0.3665
N 1.3559 1.0918 0.1943
O 1.4736 -1.2049 -0.4218
H 3.0589 -0.0635 0.1974
H 1.8936 -0.5673 1.4187
H 1.6583 1.4626 -0.6989
H 0.1638 -1.3171 0.5544
H -1.8608 2.0290 -0.1669
O -1.2790 1.3136 -0.4659
H 0.3367 1.0154 0.2376
H -1.3307 -1.0821 0.5947
O -0.5565 -1.1147 1.1809
H -1.9407 0.2680 -0.6528
H -2.5224 -0.8911 -1.6407
O -2.4277 -0.7326 -0.6974

Entry 9:
15
Properties=species:S:1:pos:R:3 method="wB97M-V/def2-TZVPD" relative_energy_kcal_mol=17.0 homo_lumo_gap_ev=11.28 total_charge=0 e_lumo_ev=0.614 largest_force_ev_per_a=2.04
N 1.1805 1.1540 -1.8428
C 0.7539 2.2594 -1.1242
O -0.1917 2.1472 -0.3773
H 2.1833 1.1219 -2.0608
H 0.8498 0.2066 -1.5887
H 1.2737 3.2157 -1.2978
O -2.0447 -0.0181 0.6918
H -2.2611 0.1758 1.6108
H -1.5435 0.7597 0.4068
O 1.8601 -1.7531 1.2554
H 1.8142 -2.6146 1.6816
H 0.9786 -1.6432 0.8795
O -1.2641 -2.6970 0.8284
H -1.0267 -2.6899 -0.1087
H -1.8900 -1.9521 0.8411

Entry 10:
14
Properties=species:S:1:pos:R:3 method="wB97M-V/def2-TZVPD" relative_energy_kcal_mol=26.4 homo_lumo_gap_ev=6.05 total_charge=-1 e_lumo_ev=3.317 largest_force_ev_per_a=2.10
C -0.8506 2.7696 -1.6044
S 0.0530 1.7473 -0.4072
H -1.9021 2.4700 -1.7016
H -0.3523 2.7023 -2.5712
H -0.9319 3.8430 -1.3797
H -0.5076 -0.6750 2.0744
H 0.2586 -1.8511 1.5202
O -0.1744 -1.5684 2.2962
H 3.1685 0.7664 0.8382
H 1.8484 1.0939 1.4257
O 2.6714 0.6808 1.6664
H -0.3214 -4.0563 -0.9148
H -1.8328 -3.6926 -0.8211
O -1.1269 -4.2298 -0.4210

Entry 11:
14
Properties=species:S:1:pos:R:3 method="wB97M-V/def2-TZVPD" spin_multiplicity=2 relative_energy_kcal_mol=6.8 homo_lumo_gap_ev="10.86 / 6.98" total_charge=0 e_lumo_ev="0.363 / -3.135" largest_force_ev_per_a=1.30
C -1.3823 -1.2518 -0.0352
S -1.7159 0.5172 -0.2970
H -0.6825 -1.4035 0.7980
H -2.3221 -1.7229 0.2303
H -0.8625 -1.6743 -0.8901
H -0.1949 0.2574 1.6600
H -0.1887 1.7332 1.6347
O 0.2386 1.0018 2.1019
H 0.1003 0.4778 -3.0758
H 0.1095 0.5870 -1.6395
O 0.6972 0.2506 -2.3472
H 1.8588 0.4058 -0.1037
H 1.8996 0.6313 1.3278
O 2.4448 0.1903 0.6358

Entry 12:
6
Properties=species:S:1:pos:R:3 method="wB97M-V/def2-TZVPD" relative_energy_kcal_mol=26.0 homo_lumo_gap_ev=3.27 total_charge=+2 e_lumo_ev=-17.526 largest_force_ev_per_a=8.69
Al -5.5553 0.5745 -33.7475
O -4.9849 1.9479 -39.7146
C -5.0780 1.5539 -38.4063
O -4.4139 0.5284 -38.0036
O -5.5750 2.1946 -37.5209
H -4.2532 1.4026 -40.0126

Entry 13:
5
Properties=species:S:1:pos:R:3 method="wB97M-V/def2-TZVPD" relative_energy_kcal_mol=36.6 homo_lumo_gap_ev=7.55 total_charge=+2 e_lumo_ev=-14.761 largest_force_ev_per_a=6.62
H 1.5329 1.0624 -0.3885
O -0.0938 -0.4620 -0.8786
O 0.5489 0.8411 0.6939
C 0.3350 0.6881 -0.5948
Bi -0.7144 -0.7325 1.0524

Entry 14:
7
Properties=species:S:1:pos:R:3 method="wB97M-V/def2-TZVPD" relative_energy_kcal_mol=19.3 homo_lumo_gap_ev=10.38 total_charge=0 e_lumo_ev=0.114 largest_force_ev_per_a=6.67
C -0.2379 -0.0174 0.7451
N -0.9756 -1.7291 0.4643
O -2.0086 -1.8162 1.0461
O -0.3945 -2.4074 -0.2417
Br 1.0224 -0.3226 2.2396
Br -1.5634 1.1452 1.1326
H 0.5189 0.3471 0.0280

Entry 15:
5
Properties=species:S:1:pos:R:3 method="wB97M-V/def2-TZVPD" spin_multiplicity=2 relative_energy_kcal_mol=15.2 homo_lumo_gap_ev="9.28 / 5.02" total_charge=+1 e_lumo_ev="-6.536 / -10.635" largest_force_ev_per_a=2.82
C 0.0602 -0.0472 0.0291
Br -0.0585 1.1742 1.7103
Br 1.4163 0.1828 -1.5293
Br -1.7187 -0.2667 -0.6114
H 0.3006 -1.0431 0.4013

Entry 16:
9
Properties=species:S:1:pos:R:3 method="wB97M-V/def2-TZVPD" relative_energy_kcal_mol=27.5 homo_lumo_gap_ev=9.26 total_charge=-1 e_lumo_ev=3.331 largest_force_ev_per_a=1.66
C -0.8714 -0.5238 0.5257
O 0.2069 1.7327 0.3019
O 1.5566 -0.1270 -0.5250
O 1.0944 -0.0335 1.8391
O -1.1542 -1.6225 0.2345
S 0.7111 0.4083 0.5305
Cl -0.4033 0.0542 -2.5916
Br -1.9394 0.2640 1.9346
H 0.7994 -0.1523 -2.2496

Entry 17:
7
Properties=species:S:1:pos:R:3 method="wB97M-V/def2-TZVPD" spin_multiplicity=3 relative_energy_kcal_mol=18.7 homo_lumo_gap_ev="8.30 / 6.55" total_charge=0 e_lumo_ev="-0.246 / -3.468" largest_force_ev_per_a=2.09
C 0.4144 -0.4871 0.0826
N -0.0398 -1.4009 -0.9165
O -1.1528 -1.3515 -1.4115
O 0.8449 -2.1695 -1.3071
Br 4.1590 0.4614 -0.7789
I 2.3253 -0.6827 0.7290
H -0.2373 -0.0939 0.8272

Entry 18:
6
Properties=species:S:1:pos:R:3 method="wB97M-V/def2-TZVPD" relative_energy_kcal_mol=60.0 homo_lumo_gap_ev="6.30 / 8.09" total_charge=0 e_lumo_ev="-3.162 / -2.035" largest_force_ev_per_a=0.77
S -0.0151 1.7414 1.7964
C 0.4377 1.7904 0.1963
S 0.3786 0.4917 -0.9591
O 0.8366 2.9432 -0.0787
Br 1.5175 3.4206 -2.2075
H -0.1067 -0.4144 -0.1037

Entry 19:
6
Properties=species:S:1:pos:R:3 method="wB97M-V/def2-TZVPD" relative_energy_kcal_mol=59.3 homo_lumo_gap_ev="7.97 / 6.30" total_charge=0 e_lumo_ev="-0.694 / -1.817" largest_force_ev_per_a=1.77
C -0.6805 0.1717 0.0697
O -1.5223 0.7815 0.5872
S -1.0793 -0.6075 -2.9045
S -2.9954 -0.8652 -2.8195
Br -4.0959 1.1060 -2.8706
H 0.3293 -0.1506 0.2984

Entry 20:
6
Properties=species:S:1:pos:R:3 method="wB97M-V/def2-TZVPD" relative_energy_kcal_mol=8.5 homo_lumo_gap_ev=7.61 total_charge=+2 e_lumo_ev=-12.288 largest_force_ev_per_a=3.31
H -0.0264 -0.1295 -0.0786
O 0.8266 -0.4364 0.4013
C 1.6819 -0.0900 -0.5888
O 2.6001 -0.9662 -0.6586
Li 3.1522 0.3304 -1.9397
Cd 2.1203 -2.0539 1.1392

no.,molecular weight (g/mol)
1,100.070
2,100.070
3,63.104
4,79.103
5,94.078
6,91.118
7,67.088
8,99.086
9,99.086
10,101.147
11,101.147
12,87.998
13,253.997
14,218.832
15,252.731
16,224.439
17,265.832
18,173.056
19,173.056
20,164.370